[1]
# C45H36Cl2N4O2PbSb2Se3Te

A structure of composition C45H36Cl2N4O2PbSb2Se3Te (ωB97M-V with the def2-TZVPD basis set, OMol25).

Output
Total charge: -2
Calculated total energy, hartree: -11172.16722
Molar mass, g/mol: 1550.91

Each line ends with the Löwdin charge.
Geometry (Å):
1 Pb 0.57 -1.45 -2.01  0.839
2 Cl 2.93 5.42 -1.65  0.607
3 C 2.92 3.67 -1.66  -0.696
4 C 1.84 3.03 -2.24  -0.070
5 C 1.75 1.63 -2.26  -0.228
6 N 0.60 0.93 -2.67  -0.004
7 C -0.44 1.58 -3.21  -0.474
8 O -0.54 2.78 -3.49  -0.014
9 C -1.66 0.73 -3.55  -0.203
10 C -2.74 1.36 -4.16  -0.020
11 C -3.84 0.60 -4.52  -0.075
12 C -3.82 -0.77 -4.27  -0.059
13 C -2.70 -1.31 -3.65  -0.151
14 N -1.66 -0.57 -3.28  0.010
15 C 2.84 0.88 -1.74  -0.231
16 C 3.90 1.56 -1.15  -0.053
17 C 3.94 2.94 -1.09  -0.687
18 Cl 5.30 3.71 -0.31  0.615
19 N 2.78 -0.52 -1.75  -0.044
20 C 3.90 -1.24 -1.77  -0.510
21 O 5.07 -0.84 -1.87  -0.005
22 C 3.72 -2.74 -1.59  -0.227
23 C 4.77 -3.57 -1.95  -0.013
24 C 4.63 -4.94 -1.74  -0.074
25 C 3.46 -5.41 -1.18  -0.080
26 C 2.46 -4.51 -0.86  -0.205
27 N 2.59 -3.20 -1.06  0.045
28 H 1.04 3.61 -2.65  0.085
29 H -2.68 2.43 -4.33  0.108
30 H -4.70 1.06 -4.99  0.097
31 H -4.64 -1.41 -4.54  0.099
32 H -2.64 -2.37 -3.44  0.055
33 H 4.72 1.00 -0.73  0.095
34 H 5.66 -3.13 -2.37  0.107
35 H 5.43 -5.62 -2.03  0.096
36 H 3.29 -6.47 -1.02  0.100
37 H 1.51 -4.84 -0.46  -0.025
38 Se 0.87 -2.67 -4.49  -0.178
39 Se 0.65 -4.89 -3.77  -0.291
40 Te -1.50 -5.20 -2.49  0.097
41 Se -1.03 -4.76 -0.09  -0.362
42 C -2.07 -0.41 2.81  -0.375
43 C -1.20 -1.59 3.25  -0.382
44 C 0.27 -1.23 3.49  -0.396
45 Sb 1.34 -0.51 1.74  1.434
46 C 3.28 -0.47 2.69  -0.366
47 C 4.35 -0.88 1.90  -0.130
48 C 5.65 -0.86 2.38  -0.085
49 C 5.90 -0.42 3.67  -0.110
50 C 4.85 -0.01 4.48  -0.109
51 C 3.55 -0.04 3.99  -0.131
52 C 0.87 1.58 2.08  -0.383
53 C 0.68 2.37 0.95  -0.148
54 C 0.43 3.73 1.06  -0.074
55 C 0.33 4.32 2.31  -0.102
56 C 0.49 3.54 3.45  -0.106
57 C 0.76 2.18 3.33  -0.144
58 Sb -1.99 -0.08 0.66  1.434
59 C -3.80 -1.16 0.25  -0.372
60 C -3.74 -2.27 -0.58  -0.171
61 C -4.90 -2.99 -0.89  -0.087
62 C -6.12 -2.58 -0.38  -0.107
63 C -6.19 -1.48 0.46  -0.109
64 C -5.04 -0.77 0.77  -0.142
65 C -3.00 1.82 0.66  -0.377
66 C -2.84 2.77 1.67  -0.133
67 C -3.45 4.01 1.58  -0.101
68 C -4.21 4.34 0.46  -0.109
69 C -4.36 3.41 -0.56  -0.094
70 C -3.75 2.17 -0.47  -0.133
71 H -1.77 0.51 3.32  0.036
72 H -3.13 -0.60 3.03  0.046
73 H -1.27 -2.41 2.53  0.076
74 H -1.60 -1.99 4.19  0.096
75 H 0.83 -2.11 3.82  0.051
76 H 0.35 -0.48 4.28  0.034
77 H 4.17 -1.21 0.88  0.073
78 H 6.47 -1.17 1.74  0.103
79 H 6.92 -0.39 4.05  0.091
80 H 5.03 0.33 5.49  0.091
81 H 2.74 0.29 4.63  0.079
82 H 0.75 1.93 -0.04  0.071
83 H 0.30 4.33 0.16  0.106
84 H 0.14 5.38 2.40  0.097
85 H 0.42 3.99 4.43  0.092
86 H 0.87 1.59 4.23  0.074
87 H -2.79 -2.62 -0.96  -0.004
88 H -4.82 -3.86 -1.52  0.096
89 H -7.02 -3.14 -0.62  0.090
90 H -7.14 -1.16 0.86  0.090
91 H -5.10 0.10 1.41  0.094
92 H -2.22 2.55 2.53  0.080
93 H -3.31 4.74 2.37  0.095
94 H -4.67 5.31 0.38  0.090
95 H -4.93 3.66 -1.44  0.096
96 H -3.88 1.45 -1.28  0.091

***

[2]
# C45H36N2P2S3ScSi

A structure of composition C45H36N2P2S3ScSi (ωB97M-V with the def2-TZVPD basis set, OMol25).

Output
Total charge: +1
Calculated total energy, hartree: -4773.31406
Energy above the lowest of the compared OMol25 structures with the same formula, charge and spin, kJ/mol: 0.0
Molar mass, g/mol: 835.99

Each line ends with the Löwdin charge.
Geometry (Å):
1 Sc 1.34 -0.41 0.07  0.517
2 C -0.60 -0.94 3.62  -0.207
3 Si -0.36 0.06 2.05  0.596
4 C -2.05 -0.05 1.10  -0.295
5 C -3.15 0.66 1.61  -0.091
6 C -4.39 0.64 0.99  -0.057
7 C -4.57 -0.09 -0.18  -0.063
8 C -3.51 -0.80 -0.71  -0.085
9 C -2.26 -0.77 -0.08  -0.382
10 P -0.88 -1.70 -0.79  1.045
11 C -0.20 -0.70 -2.16  -0.431
12 C 1.12 -0.99 -2.54  -0.179
13 C 1.73 -0.28 -3.57  -0.055
14 C 1.02 0.71 -4.23  -0.046
15 C -0.30 0.99 -3.87  -0.039
16 C -0.90 0.30 -2.84  -0.068
17 C -1.56 -3.17 -1.60  -0.359
18 C -2.05 -4.19 -0.78  -0.094
19 C -2.60 -5.32 -1.35  -0.058
20 C -2.66 -5.45 -2.73  -0.061
21 C -2.17 -4.44 -3.55  -0.061
22 C -1.62 -3.30 -2.99  -0.072
23 C -0.30 1.89 2.53  -0.307
24 C -0.72 2.35 3.79  -0.091
25 C -0.79 3.70 4.08  -0.059
26 C -0.47 4.64 3.11  -0.060
27 C -0.03 4.22 1.86  -0.089
28 C 0.08 2.86 1.59  -0.386
29 P 0.72 2.33 -0.03  1.060
30 C 2.33 3.15 -0.25  -0.407
31 C 3.00 3.77 0.80  -0.076
32 C 4.27 4.29 0.60  -0.059
33 C 4.87 4.21 -0.65  -0.064
34 C 4.21 3.59 -1.70  -0.073
35 C 2.95 3.05 -1.50  -0.178
36 C -0.42 3.17 -1.19  -0.344
37 C -1.77 2.84 -1.09  -0.101
38 C -2.71 3.42 -1.93  -0.065
39 C -2.30 4.34 -2.89  -0.072
40 C -0.96 4.68 -2.99  -0.070
41 C -0.02 4.11 -2.14  -0.078
42 H -1.54 -0.69 4.11  0.035
43 H 0.22 -0.76 4.33  0.038
44 H -0.62 -2.01 3.40  0.005
45 H -3.03 1.24 2.52  0.106
46 H -5.21 1.19 1.42  0.113
47 H -5.54 -0.10 -0.67  0.111
48 H -3.65 -1.39 -1.61  0.112
49 H 1.66 -1.82 -2.07  0.110
50 H 2.75 -0.51 -3.85  0.123
51 H 1.48 1.26 -5.03  0.119
52 H -0.85 1.77 -4.38  0.118
53 H -1.92 0.53 -2.55  0.105
54 H -2.01 -4.09 0.29  0.086
55 H -2.98 -6.11 -0.71  0.113
56 H -3.09 -6.34 -3.17  0.112
57 H -2.22 -4.54 -4.62  0.112
58 H -1.24 -2.52 -3.63  0.105
59 H -1.00 1.63 4.55  0.099
60 H -1.12 4.02 5.06  0.111
61 H -0.55 5.70 3.33  0.111
62 H 0.23 4.95 1.11  0.118
63 H 2.55 3.83 1.78  0.105
64 H 4.79 4.76 1.42  0.112
65 H 5.86 4.62 -0.80  0.111
66 H 4.68 3.51 -2.67  0.112
67 H 2.45 2.53 -2.31  0.096
68 H -2.10 2.13 -0.34  0.088
69 H -3.75 3.16 -1.84  0.110
70 H -3.03 4.79 -3.55  0.109
71 H -0.64 5.42 -3.72  0.110
72 H 1.01 4.41 -2.22  0.096
73 S 4.80 -5.26 1.44  0.668
74 C 4.22 -3.78 1.08  -1.102
75 S 5.15 -2.54 0.25  1.040
76 C 3.80 -1.46 0.29  -1.085
77 N 2.74 -2.00 0.83  -0.109
78 N 2.98 -3.27 1.31  -0.142
79 C 1.99 -3.88 2.15  -0.229
80 C 2.32 -4.20 3.46  -0.023
81 C 1.35 -4.75 4.28  -0.052
82 C 0.07 -4.99 3.79  -0.069
83 C -0.24 -4.67 2.48  -0.079
84 C 0.72 -4.12 1.65  -0.028
85 S 3.74 0.18 -0.29  0.643
86 H 3.32 -4.01 3.82  0.117
87 H 1.60 -5.00 5.30  0.113
88 H -0.68 -5.42 4.44  0.111
89 H -1.24 -4.86 2.10  0.094
90 H 0.50 -3.89 0.61  0.082

***

E_LUMO values, unit eV, following the record order: 3.914 -3.244.
Orbital gap values, unit eV, following the record order: 5.62 6.97.
HOMO energy values, unit eV, following the record order: -1.707 -10.215.